1.
{
  "formula": "C17H62N16O14",
  "method": "ωB97M-V with the def2-TZVPD basis set",
  "gap_ev": 7.03,
  "e_homo_ev": -7.80,
  "relative_energy_kcal_mol": 75.7,
  "lumo_ev": -0.8,
  "molar_mass_g_mol": 714.781,
  "species": ["C", "C", "O", "H", "H", "H", "H", "H", "H", "C", "C", "O", "H", "H", "H", "H", "H", "H", "C", "C", "O", "H", "H", "H", "H", "H", "H", "C", "O", "N", "N", "H", "H", "H", "H", "C", "O", "N", "N", "H", "H", "H", "H", "C", "O", "N", "N", "H", "H", "H", "H", "C", "O", "N", "N", "H", "H", "H", "H", "C", "O", "N", "N", "H", "H", "H", "H", "C", "O", "N", "N", "H", "H", "H", "H", "C", "O", "N", "N", "H", "H", "H", "H", "C", "O", "N", "N", "H", "H", "H", "H", "C", "O", "H", "H", "H", "H", "C", "O", "H", "H", "H", "H", "C", "O", "H", "H", "H", "H"],
  "positions_angstrom": [[1.50868, 2.90538, 0.99187], [2.86768, 2.18138, 0.98087], [3.24168, 1.92038, 2.39287], [1.32068, 3.79738, 1.55587], [0.67768, 2.25138, 1.27187], [1.27368, 3.26638, 0.05187], [3.53568, 2.84038, 0.36887], [2.86368, 1.23438, 0.50387], [2.63868, 1.21038, 2.67087], [2.67968, 3.65938, -2.65513], [2.45668, 2.13138, -2.65313], [1.08968, 1.62538, -2.49913], [2.50168, 4.06738, -3.63813], [3.70668, 3.98938, -2.41613], [2.02768, 4.23838, -1.93613], [3.05568, 1.77638, -1.83413], [2.97968, 1.76238, -3.50913], [1.11968, 0.68238, -2.75713], [5.81768, -1.71362, -0.59813], [4.91668, -0.56662, -0.26413], [3.61568, -0.79762, -0.84213], [6.72968, -1.44062, -0.09413], [5.90668, -1.87162, -1.66113], [5.62968, -2.63062, -0.06813], [5.31668, 0.43338, -0.54613], [4.77868, -0.40862, 0.77587], [2.95468, -1.00162, -0.16313], [-2.47132, 2.29338, 1.96487], [-3.20332, 2.25038, 0.79287], [-2.44832, 1.38738, 2.82387], [-1.59332, 3.19938, 2.10687], [-3.25432, 0.66238, 2.77287], [-1.98932, 1.50938, 3.73587], [-1.66532, 3.91038, 1.39487], [-1.01932, 3.26838, 2.92287], [-1.03432, -2.89362, 3.50787], [-1.20132, -2.63762, 2.11987], [-0.03832, -2.27162, 4.14287], [-1.68232, -3.87562, 4.04987], [0.50768, -1.56562, 3.59087], [0.34268, -2.61762, 5.07787], [-2.47432, -4.34362, 3.50087], [-1.82132, -3.98362, 5.07087], [2.13468, -3.52962, -2.27413], [1.91768, -4.62562, -3.09713], [3.33068, -2.98162, -2.28713], [1.25168, -3.03762, -1.48713], [4.11568, -3.59462, -2.55813], [3.64668, -2.15462, -1.65913], [0.41668, -3.57162, -1.26113], [1.32568, -2.31462, -0.81713], [1.59968, -0.65362, -4.50213], [1.07768, 0.08738, -5.58413], [2.83768, -1.01262, -4.44613], [0.89968, -0.84662, -3.45113], [3.37568, -0.98962, -5.36713], [3.09768, -1.78262, -3.76213], [-0.18032, -0.89262, -3.65913], [1.19468, -1.52462, -2.75013], [2.26368, -1.09862, 2.67687], [2.19668, -1.88462, 1.57887], [3.22668, -1.10262, 3.57987], [1.33968, -0.27462, 2.97087], [4.06868, -1.65862, 3.34887], [3.30668, -0.50362, 4.45587], [0.61468, -0.17762, 2.21487], [1.38368, 0.37138, 3.76087], [-4.96532, -0.88762, 3.28787], [-4.30032, -2.11662, 3.64687], [-4.55532, -0.04962, 2.42687], [-6.00832, -0.53562, 3.92287], [-4.14232, -0.48762, 1.52687], [-5.14132, 0.85338, 2.19587], [-5.84632, -1.08362, 4.78587], [-6.32232, 0.42338, 4.07987], [-0.48032, -0.03962, 0.17087], [0.50268, -0.85762, -0.29213], [-1.03732, -0.29062, 1.32987], [-0.80132, 1.08538, -0.38113], [-1.03432, -1.26662, 1.58987], [-1.49132, 0.41038, 1.98787], [-0.25232, 1.31238, -1.27313], [-1.20232, 1.82238, 0.18787], [-4.09232, -2.21862, 0.06887], [-4.94532, -2.38862, -0.90413], [-3.67832, -3.07662, 0.95787], [-3.45632, -1.00762, 0.10587], [-4.24432, -4.01062, 1.10287], [-3.08232, -2.81862, 1.65487], [-3.53432, -0.32662, -0.67913], [-2.53632, -0.84462, 0.59387], [-2.03432, -2.12762, -2.78113], [-1.76532, -1.61062, -4.05213], [-1.49832, -1.65262, -1.97313], [-1.72932, -3.15462, -2.68713], [-3.15532, -2.04562, -2.55913], [-2.48032, -1.95762, -4.61113], [-2.43632, 1.66438, -3.06413], [-2.92332, 0.95638, -1.96913], [-1.78732, 2.45238, -2.83513], [-3.23132, 2.05338, -3.65013], [-1.72332, 1.17538, -3.70913], [-2.21132, 0.83938, -1.34713], [-1.27532, 5.54738, -1.04513], [-1.89732, 4.74738, -0.05513], [-0.30032, 5.67938, -0.68013], [-1.78832, 6.52738, -1.28613], [-1.13332, 4.94538, -1.98113], [-2.58932, 4.28038, -0.43713]],
  "forces_ev_per_angstrom": [[-0.284, -1.567, 0.676], [-0.755, 1.853, 1.548], [0.339, 0.374, -1.077], [1.049, 0.485, 1.099], [0.301, -0.200, -0.019], [-0.481, 0.241, -2.459], [0.283, -0.588, 1.365], [-0.513, -0.781, -0.788], [0.506, 0.617, -0.535], [-1.196, 0.739, 0.541], [-0.042, 0.628, 1.219], [1.471, 1.786, -0.161], [-0.346, 0.191, -0.360], [-0.220, -0.759, 0.051], [0.446, -0.785, -0.643], [0.106, -0.555, 0.718], [-0.320, -0.580, -0.965], [-0.123, -0.076, -0.149], [0.738, 0.618, 1.087], [-1.195, 0.399, -0.529], [0.348, 1.025, 0.007], [1.136, 0.198, -0.582], [0.345, -0.005, -0.234], [-0.994, -0.515, -0.070], [-0.246, -0.734, -0.681], [-0.010, -0.383, 1.348], [-0.023, 0.043, 0.401], [-4.157, 1.831, -8.271], [2.497, -0.149, 5.224], [-1.797, -5.501, 5.729], [2.126, 3.456, -0.076], [1.057, 0.902, 0.347], [-0.420, 0.112, -0.784], [0.692, 0.854, -0.100], [0.141, 0.258, 0.050], [1.183, 1.540, -7.115], [0.316, -1.915, 6.765], [0.708, 0.060, 1.756], [-3.523, -2.851, 1.078], [-1.072, -1.266, 1.075], [-0.972, 0.679, -2.072], [1.839, 1.365, 0.966], [0.481, 0.365, -1.139], [0.185, -7.747, -4.919], [0.628, 4.997, 3.945], [4.215, 1.635, 0.420], [-3.532, -0.465, 1.686], [-1.183, 0.398, -0.177], [-1.294, -1.570, -0.967], [0.258, -0.023, -0.799], [0.696, 0.962, 0.696], [-2.532, 5.277, -8.457], [2.577, -3.688, 5.065], [4.778, -2.096, -1.504], [-5.674, -1.196, 2.980], [-1.247, 0.057, 1.978], [-0.217, 1.207, -1.164], [2.647, 0.209, 0.297], [-0.268, 0.335, -0.311], [2.559, -5.262, -5.556], [1.086, 3.489, 5.241], [3.776, -0.953, 2.110], [-4.696, 3.830, -0.674], [-0.996, 0.555, 0.382], [-0.411, -1.076, -2.087], [0.288, 0.213, 0.885], [-0.123, -0.432, -0.523], [4.274, -7.593, 1.794], [-3.073, 6.227, -1.828], [0.723, 3.510, -5.489], [-3.183, -0.642, 5.389], [-0.170, 0.847, 0.275], [1.352, -2.585, 0.494], [-1.532, 0.449, -0.062], [0.323, -0.490, -0.529], [5.927, -3.502, -1.396], [-4.704, 3.617, 1.185], [-0.397, 1.042, 2.254], [1.249, 2.216, -3.350], [0.406, -1.151, 0.931], [0.563, -1.230, -1.673], [-0.401, 0.223, 1.667], [-0.300, -0.125, -0.597], [-2.640, 0.673, -5.913], [2.307, -0.127, 3.763], [-3.768, -5.267, -0.728], [1.492, 2.161, 0.442], [1.584, 2.941, -0.644], [2.043, 0.779, 2.220], [-0.673, -1.206, 0.510], [-1.514, -0.905, -0.677], [-2.376, -0.474, 1.182], [-0.313, 0.074, -0.580], [0.299, 0.823, -0.116], [-0.004, -0.823, -0.236], [1.545, -0.180, -0.048], [0.662, 0.430, -0.043], [0.531, -0.444, -0.700], [-1.122, -0.301, -0.559], [0.638, 1.995, 1.263], [-0.840, 0.168, -0.455], [-0.225, -1.368, -0.515], [0.460, 0.129, 0.309], [-0.670, -0.353, -1.554], [1.386, 1.714, 0.693], [1.360, 0.817, 0.411], [0.443, -1.132, 0.486], [-0.371, 0.611, 0.561], [-2.232, -1.613, -0.925]],
  "lowdin_charge": [-0.073, -0.211, -0.110, 0.073, 0.038, 0.027, 0.127, 0.069, 0.004, -0.082, -0.253, -0.114, 0.059, 0.075, 0.067, 0.067, 0.099, 0.011, -0.079, -0.272, -0.127, 0.074, 0.081, 0.079, 0.129, 0.089, 0.043, -0.690, -0.086, 0.121, 0.197, 0.078, 0.156, 0.072, 0.126, -0.514, -0.138, 0.161, 0.170, 0.043, 0.154, 0.162, 0.137, -0.639, -0.143, 0.108, 0.176, 0.134, 0.075, 0.142, 0.033, -0.649, -0.159, 0.162, 0.152, 0.157, 0.091, 0.140, 0.075, -0.670, -0.040, 0.171, 0.112, 0.139, 0.159, 0.117, 0.152, -0.613, -0.167, 0.113, 0.168, 0.093, 0.202, 0.137, 0.134, -0.584, -0.087, 0.101, 0.186, 0.006, 0.081, 0.132, 0.087, -0.638, -0.064, 0.181, 0.128, 0.191, -0.011, 0.104, 0.075, -0.165, -0.122, 0.048, 0.076, 0.100, 0.115, -0.145, -0.129, 0.042, 0.080, 0.075, -0.017, -0.111, -0.126, 0.052, 0.103, 0.095, 0.041]
}

=====

2.
{
  "formula": "C17H64N14O15",
  "method": "ωB97M-V with the def2-TZVPD basis set",
  "gap_ev": 8.63,
  "e_homo_ev": -9.09,
  "relative_energy_kcal_mol": 87.1,
  "lumo_ev": -0.5,
  "molar_mass_g_mol": 704.782,
  "species": ["C", "C", "O", "H", "H", "H", "H", "H", "H", "C", "C", "O", "H", "H", "H", "H", "H", "H", "C", "O", "N", "N", "H", "H", "H", "H", "C", "O", "N", "N", "H", "H", "H", "H", "C", "O", "N", "N", "H", "H", "H", "H", "C", "O", "N", "N", "H", "H", "H", "H", "C", "O", "N", "N", "H", "H", "H", "H", "C", "O", "N", "N", "H", "H", "H", "H", "C", "O", "N", "N", "H", "H", "H", "H", "C", "O", "H", "H", "H", "H", "C", "O", "H", "H", "H", "H", "C", "O", "H", "H", "H", "H", "C", "O", "H", "H", "H", "H", "C", "O", "H", "H", "H", "H", "C", "O", "H", "H", "H", "H"],
  "positions_angstrom": [[1.42160, 3.29740, 1.93387], [0.64260, 4.03640, 2.89987], [1.33260, 4.91140, 3.62887], [2.20760, 2.72340, 2.41587], [2.01860, 3.97240, 1.28587], [0.80260, 2.62140, 1.40187], [0.07160, 3.30240, 3.43787], [-0.14140, 4.57340, 2.38087], [0.65360, 5.46240, 4.07887], [1.34460, -4.74360, -1.57013], [0.69860, -4.07860, -2.81513], [0.64560, -4.98660, -3.83513], [1.02860, -5.74760, -1.31213], [1.11760, -4.00660, -0.81213], [2.43960, -4.92160, -1.73613], [1.29860, -3.28260, -3.17513], [-0.23140, -3.55560, -2.56613], [-0.21540, -4.86360, -4.22813], [-1.13940, 4.35140, -1.35513], [-0.71740, 3.33040, -0.54913], [-0.36340, 5.27640, -1.80613], [-2.29340, 4.42940, -1.89613], [0.41960, 5.33740, -1.20813], [-0.48440, 5.98040, -2.51213], [-2.69040, 5.19740, -2.43713], [-3.14040, 3.83940, -1.68413], [-0.46840, -0.09660, -3.34113], [0.37360, -1.14160, -2.94613], [-1.66140, -0.18660, -3.71113], [-0.12640, 1.13240, -3.24513], [-1.89140, -1.16660, -3.98313], [-2.09140, 0.58240, -4.34613], [0.72660, 1.31340, -2.61113], [-0.67940, 1.89540, -3.66713], [2.63360, 2.37240, -1.95713], [3.75560, 2.51940, -2.80213], [2.01060, 3.30340, -1.40113], [2.08060, 1.25140, -1.65413], [2.36560, 4.24440, -1.27813], [1.08760, 3.17740, -1.16213], [2.59260, 0.36840, -2.00613], [1.33260, 1.01240, -0.97613], [1.73960, -2.83460, 2.76687], [0.41260, -3.16760, 2.49387], [2.33260, -3.00560, 3.88587], [2.55060, -2.36260, 1.90487], [1.88560, -3.83560, 4.40987], [3.34860, -2.88560, 4.13087], [2.26360, -2.33360, 0.90587], [3.58560, -2.25960, 1.94687], [3.80960, -1.53660, -1.94413], [3.40860, -2.41060, -0.96913], [5.00160, -1.03960, -2.03413], [3.00260, -1.00260, -2.86613], [5.65760, -1.36960, -1.28513], [5.29060, -0.25560, -2.65913], [2.00460, -1.24960, -2.77713], [3.41860, -0.62160, -3.68013], [-2.79440, 1.81740, 1.77787], [-3.73640, 1.86340, 2.83587], [-2.21440, 0.82040, 1.19287], [-2.41340, 3.03540, 1.37987], [-2.28340, -0.00660, 1.84287], [-2.35040, 0.69340, 0.14287], [-1.75140, 3.14340, 0.59887], [-2.62840, 3.75440, 2.06187], [-3.95540, 1.84440, -1.58813], [-4.85840, 1.21540, -2.33713], [-2.77640, 1.30640, -1.42713], [-4.21640, 2.93340, -0.86713], [-1.96440, 1.78040, -0.89813], [-2.45240, 0.63340, -2.16913], [-5.16340, 3.34140, -0.84613], [-3.62140, 3.18240, 0.02687], [-3.06840, -2.01660, -0.98113], [-3.12740, -3.35560, -1.34813], [-3.99840, -1.59560, -0.55213], [-2.75240, -1.55660, -1.89713], [-2.34140, -1.87860, -0.21213], [-2.28640, -3.79760, -1.22413], [0.09460, -0.99960, -0.01813], [-0.06740, 0.38640, -0.19613], [-0.35640, -1.46960, -0.83513], [-0.37440, -1.46360, 0.86187], [1.09960, -1.43560, -0.01413], [-0.74340, 0.64740, 0.47487], [-3.66240, -1.88960, 2.81287], [-2.38340, -1.34060, 2.72587], [-3.79140, -2.71360, 2.14387], [-4.44740, -1.11160, 2.52887], [-3.79540, -2.36560, 3.77487], [-1.77640, -1.67360, 3.47087], [-2.34140, -5.06160, 1.64787], [-1.23440, -4.57660, 0.79287], [-2.20540, -6.10460, 1.92887], [-3.28440, -4.94160, 1.00287], [-2.44140, -4.48360, 2.57087], [-0.66040, -3.92760, 1.33187], [3.83160, 1.09240, 0.77887], [4.97260, 0.98440, 1.62387], [4.06760, 0.69440, -0.20613], [3.53760, 2.13540, 0.80387], [2.93360, 0.47340, 0.91587], [5.74160, 1.39140, 1.18287], [0.59460, 0.08140, 3.63887], [1.98460, 0.13240, 3.40987], [0.32460, 1.00540, 4.20187], [0.42460, -0.76760, 4.32487], [0.00160, -0.00460, 2.70787], [2.23160, -0.71860, 2.99187]],
  "forces_ev_per_angstrom": [[2.872, 0.205, -0.679], [-3.064, -1.019, -1.445], [1.010, 2.625, 2.635], [-0.086, -0.347, 0.366], [-0.671, -0.238, -0.111], [-0.456, -0.551, -0.814], [-0.257, -0.541, 1.131], [-0.565, 0.321, -0.690], [1.130, -0.399, -0.192], [0.804, 0.609, -1.106], [1.043, -0.177, 2.200], [-1.060, -1.444, -1.719], [-1.021, 0.094, -0.039], [0.564, -0.286, 0.872], [-0.780, 0.846, 0.219], [0.957, 0.966, 0.189], [-0.354, -0.612, -0.013], [-0.174, -0.388, -0.559], [0.710, -4.298, 1.729], [-1.189, 4.110, -3.289], [3.895, 1.711, 0.819], [-5.823, -0.931, -1.412], [1.344, 0.681, 0.012], [-0.523, -0.232, 0.112], [1.290, 0.197, 0.299], [1.289, 0.083, 0.321], [8.013, -3.992, 3.322], [-4.921, 4.528, -2.044], [-7.554, -3.081, -4.658], [3.400, 4.331, 1.062], [-0.374, 1.197, 0.130], [0.952, -2.066, 1.649], [-1.152, -0.004, -1.607], [0.636, -0.850, 0.731], [8.179, -0.768, -5.500], [-5.166, -0.958, 4.211], [-0.123, 7.140, 1.552], [0.458, -6.484, -0.656], [0.239, -0.459, -0.596], [-2.345, -0.445, 1.303], [-1.174, 1.872, 0.329], [0.534, 0.961, 0.199], [-6.614, -2.452, -2.616], [6.033, 1.713, 1.787], [0.369, -3.969, 7.388], [2.316, 2.202, -6.371], [0.935, 2.217, -0.624], [-1.758, 0.022, -1.064], [0.329, 0.067, 1.000], [-1.380, -0.412, 0.544], [-3.140, -3.562, 3.626], [1.819, 4.159, -4.120], [4.971, 0.355, 1.568], [-1.375, -1.657, 0.815], [-0.773, 0.691, -1.380], [-0.645, -1.069, 0.996], [0.080, 0.223, -0.925], [-0.089, 0.360, -0.735], [-5.837, 3.984, 7.030], [5.004, -1.390, -5.193], [0.252, -4.043, -0.722], [-0.542, 1.215, -0.131], [-0.107, -0.036, -1.064], [-0.548, -0.237, 2.065], [0.493, 0.299, 0.833], [-0.035, -0.040, -0.471], [-5.977, -3.940, -3.055], [3.564, 3.171, 2.488], [4.904, -0.848, -0.233], [-0.749, 2.657, 2.657], [-1.573, -0.197, -1.953], [-0.759, 0.752, 1.212], [0.710, -0.966, -0.218], [-1.342, -0.921, -1.752], [0.076, 0.117, 0.086], [-1.293, -1.481, -0.062], [0.053, -0.527, -0.742], [-0.078, 1.399, -0.068], [0.709, 0.251, 0.567], [0.309, 0.042, 0.495], [0.050, -1.743, 0.685], [0.337, 0.226, 0.667], [-0.617, -0.883, -1.296], [-0.032, 0.816, 0.225], [0.248, 1.154, -0.210], [0.904, 0.352, -0.072], [-1.609, 0.325, -0.134], [2.327, -0.531, 1.694], [0.111, -0.461, -0.931], [1.056, -0.854, 0.853], [-0.527, 0.484, 0.549], [-1.351, 0.673, -1.889], [-0.110, 0.998, -1.938], [-0.269, 0.693, 1.822], [0.131, -0.088, -0.207], [1.200, -0.285, 1.129], [0.078, 0.083, -0.198], [-0.923, -1.457, -0.833], [0.349, 0.059, -1.157], [0.098, -0.762, 0.513], [0.482, 0.793, -0.413], [-0.333, 0.050, -0.637], [0.496, -0.020, 1.612], [-0.839, -0.267, 0.133], [-0.115, 0.252, 0.933], [0.446, -0.376, -0.577], [0.055, -0.585, -0.590], [-0.556, 0.156, -0.335], [0.219, 0.019, 0.475], [-0.107, 1.122, 0.203]],
  "lowdin_charge": [-0.096, -0.442, -0.016, 0.075, 0.087, 0.055, 0.103, 0.099, 0.120, -0.062, -0.354, -0.049, 0.067, 0.041, 0.081, 0.066, 0.093, 0.080, -0.577, -0.129, 0.200, 0.188, 0.100, 0.139, 0.142, 0.058, -0.625, -0.120, 0.136, 0.179, 0.162, 0.194, 0.088, 0.137, -0.643, -0.162, 0.193, 0.119, 0.134, 0.024, 0.093, 0.090, -0.644, -0.117, 0.154, 0.171, 0.173, 0.160, 0.084, 0.163, -0.595, -0.107, 0.159, 0.135, 0.149, 0.145, 0.058, 0.122, -0.547, -0.133, 0.129, 0.117, 0.079, 0.099, 0.021, 0.129, -0.636, -0.066, 0.140, 0.112, 0.101, 0.090, 0.151, 0.123, -0.169, -0.107, 0.103, 0.046, 0.043, 0.051, -0.142, -0.158, 0.034, 0.073, 0.061, 0.017, -0.143, -0.172, 0.045, 0.116, 0.086, 0.139, -0.124, -0.188, 0.063, 0.094, 0.055, 0.038, -0.167, -0.115, 0.049, 0.063, 0.070, 0.089, -0.154, -0.136, 0.091, 0.078, 0.062, 0.022]
}